(1)
C35H30N5O2RuS2 as an isolated structure in a non-equilibrium geometry, computed with ωB97M-V/def2-TZVPD.

```
75
Properties=species:S:1:pos:R:3:mulliken_charge:R:1
Ru 0.387 0.764 0.792 -0.132
S 0.469 1.036 5.240 -0.292
C 1.944 0.303 4.798 -0.504
C 2.075 0.153 3.447 -0.674
C 0.970 0.676 2.708 0.983
C 0.027 1.176 3.581 0.184
C -1.209 1.688 3.062 0.446
C -2.279 2.185 3.801 -1.050
C -3.409 2.620 3.139 -0.541
C -3.460 2.552 1.753 -0.867
C -2.373 2.048 1.076 -0.686
N -1.272 1.626 1.715 0.695
H 2.648 0.010 5.569 0.494
H 2.943 -0.308 3.005 0.376
H -2.212 2.224 4.881 0.485
H -4.251 3.013 3.698 0.445
H -4.330 2.885 1.202 0.465
H -2.354 1.958 0.001 0.512
C -5.613 -0.518 -5.734 -1.431
C -4.353 -0.370 -4.924 0.968
C -4.095 0.795 -4.202 -0.904
C -2.932 0.933 -3.461 -0.714
C -2.019 -0.113 -3.436 -0.248
C -2.251 -1.284 -4.148 -0.314
C -3.416 -1.401 -4.887 -0.735
S -0.535 0.066 -2.514 1.766
O 0.012 1.356 -2.825 -0.843
O 0.294 -1.102 -2.747 -0.874
N -0.938 0.133 -0.946 0.351
C -1.286 -0.978 -0.255 0.356
C -2.068 -2.090 -0.600 -1.091
C -2.316 -3.025 0.377 -0.401
C -1.805 -2.881 1.667 -1.080
C -1.020 -1.792 1.954 -0.320
N -0.759 -0.877 0.997 0.818
H -6.223 0.383 -5.690 0.347
H -6.213 -1.353 -5.367 0.335
H -5.377 -0.721 -6.780 0.352
H -4.811 1.610 -4.233 0.306
H -2.723 1.853 -2.924 0.463
H -1.514 -2.081 -4.126 0.509
H -3.597 -2.309 -5.454 0.411
H -2.472 -2.188 -1.595 0.458
H -2.925 -3.889 0.139 0.455
H -2.006 -3.616 2.433 0.483
H -0.558 -1.631 2.920 0.452
C 0.557 2.784 0.404 -1.542
C 1.910 2.407 0.146 1.366
C 2.408 2.205 -1.163 -1.263
C 3.726 1.895 -1.360 -0.816
C 4.592 1.774 -0.258 0.768
C 4.130 1.981 1.033 -0.696
C 2.794 2.294 1.231 -0.157
C 5.968 1.415 -0.470 -0.117
N 7.062 1.106 -0.639 -0.452
H -0.069 3.111 -0.419 0.570
H 0.355 3.318 1.324 0.529
H 1.728 2.288 -2.002 0.617
H 4.112 1.744 -2.360 0.517
H 4.814 1.901 1.868 0.476
H 2.414 2.458 2.234 0.824
N 1.902 -0.551 -0.137 -0.265
C 2.583 -1.604 0.586 0.433
C 3.898 -1.435 0.987 -0.158
C 4.548 -2.448 1.677 -0.608
C 3.887 -3.634 1.958 -0.695
C 2.580 -3.811 1.523 -0.758
C 1.929 -2.803 0.829 -0.353
H 2.602 0.026 -0.576 0.217
H 1.398 -0.979 -0.914 0.409
H 4.417 -0.511 0.758 0.162
H 5.578 -2.311 1.983 0.459
H 4.395 -4.426 2.494 0.408
H 2.067 -4.748 1.708 0.432
H 0.923 -2.963 0.451 0.486
```

Output
* energy relative to the best compared isomer or geometry (same formula, charge and spin): 0.1030 eV
* HOMO: -10.871 eV
* LUMO level: -0.1742 Ha
* gap between HOMO and LUMO: 6.1 eV
* charge: +1

(2)
C35H30N8NiO5S as an isolated structure in a non-equilibrium geometry, computed with ωB97M-V/def2-TZVPD.

```
80
Properties=species:S:1:pos:R:3:mulliken_charge:R:1
Ni -1.129 -0.986 1.768 1.665
N -4.275 0.815 -0.349 -0.234
C -4.539 -0.133 -1.397 -0.027
C -4.596 0.330 -2.699 -0.463
C -4.840 -0.523 -3.752 -0.752
C -5.031 -1.853 -3.526 -0.458
C -4.916 -2.348 -2.251 -0.621
C -4.629 -1.491 -1.209 0.776
S -4.480 -2.060 0.482 -0.178
N -3.456 -0.789 1.181 -0.505
C -3.589 0.390 0.740 0.462
C -2.923 1.511 1.502 -0.085
C -3.495 2.751 1.702 -0.227
C -2.739 3.651 2.506 -0.703
C -1.545 3.234 3.018 -1.020
C -1.009 1.967 2.703 -0.175
N -1.697 1.154 1.946 0.409
H -3.986 1.733 -0.700 0.341
H -4.549 1.381 -2.889 0.460
H -5.009 -0.075 -4.752 0.353
H -5.227 -2.457 -4.437 0.383
H -5.071 -3.436 -2.028 0.350
H -4.502 3.017 1.245 0.463
H -3.144 4.624 2.639 0.480
H -0.926 3.878 3.621 0.433
H -0.031 1.558 3.070 0.421
N -1.292 -2.991 1.941 -0.368
C -1.833 -3.395 3.273 -0.546
C -1.749 -2.156 4.262 0.401
O -2.071 -2.367 5.428 -0.716
O -1.371 -1.012 3.713 -0.829
H -1.891 -3.369 1.215 0.169
H -0.312 -3.265 1.865 0.454
H -1.295 -4.258 3.676 0.407
H -2.870 -3.753 3.157 0.273
N -1.319 -1.015 -5.519 -0.312
C -0.680 -0.122 -4.700 -0.230
O -0.076 0.828 -5.135 -0.609
C -0.811 -0.405 -3.223 1.250
C -1.064 -1.708 -2.722 -1.121
C -1.173 -1.902 -1.366 -1.264
N -1.065 -0.922 -0.466 1.918
C -0.741 0.248 -0.923 -0.572
C -0.611 0.581 -2.283 -0.878
H -1.068 -0.906 -6.499 0.266
H -1.761 -1.849 -5.183 0.178
H -1.120 -2.573 -3.370 0.470
H -1.413 -2.912 -0.980 0.178
H -0.595 1.055 -0.266 0.422
H -0.452 1.590 -2.656 0.536
O 1.376 -2.917 1.276 -0.803
C 1.824 -1.780 1.296 -0.123
N 3.209 -1.393 1.197 -0.116
C 3.251 0.036 0.995 3.407
C 1.719 0.449 1.163 -0.921
O 1.368 1.613 1.113 -0.679
N 1.025 -0.677 1.457 0.074
C 3.732 0.325 -0.431 -0.420
C 4.959 0.853 -0.657 0.041
C 5.426 1.229 -1.898 -1.138
C 4.627 0.955 -3.024 -0.524
C 3.366 0.349 -2.809 -0.502
C 2.933 0.058 -1.540 0.246
C 4.111 0.827 2.000 -0.918
C 4.943 0.290 2.954 -0.533
C 5.804 1.145 3.593 -0.711
C 5.782 2.535 3.443 -0.535
C 4.907 3.073 2.487 -0.879
C 4.058 2.217 1.791 -0.004
H 3.816 -2.025 0.651 0.362
H 5.622 0.990 0.214 0.359
H 6.367 1.667 -2.008 0.512
H 4.860 1.204 -4.052 0.423
H 2.681 0.260 -3.686 0.236
H 1.893 -0.310 -1.410 0.056
H 4.986 -0.808 3.000 0.399
H 6.601 0.768 4.285 0.312
H 6.445 3.126 4.000 0.490
H 4.884 4.131 2.235 0.372
H 3.390 2.546 0.990 0.492
```

Output
* energy relative to the best compared isomer or geometry (same formula, charge and spin): 0.0000 eV
* HOMO (alpha / beta): -8.261 / -8.399 eV
* spin multiplicity: 3
* LUMO level (alpha / beta): -0.0186 / -0.0183 Ha
* gap between HOMO and LUMO (alpha / beta): 7.8 / 7.9 eV

(3)
C35H31AsIrN3O3S as an isolated structure, computed with ωB97M-V/def2-TZVPD.

```
75
Properties=species:S:1:pos:R:3:mulliken_charge:R:1
Ir -0.456 -0.448 1.382 1.948
C 6.665 0.873 4.346 -1.450
C 5.622 0.647 3.288 0.952
C 4.605 -0.289 3.487 -0.855
C 3.657 -0.525 2.511 -0.612
C 3.718 0.182 1.316 -0.161
C 4.722 1.110 1.092 -0.204
C 5.666 1.337 2.083 -0.886
S 2.489 -0.096 0.088 1.455
O 2.899 0.600 -1.100 -0.644
O 2.198 -1.506 0.034 -0.743
N 1.130 0.565 0.697 -0.259
C 0.862 1.907 0.894 0.834
C 1.592 3.014 0.476 -0.596
C 1.092 4.262 0.802 -0.513
C -0.100 4.381 1.510 -0.750
C -0.762 3.224 1.873 -0.363
N -0.291 2.014 1.578 -0.362
H 6.233 0.813 5.344 0.374
H 7.139 1.847 4.232 0.375
H 7.446 0.113 4.278 0.298
H 4.564 -0.839 4.419 0.394
H 2.879 -1.264 2.661 0.447
H 4.770 1.633 0.146 0.491
H 6.453 2.061 1.912 0.370
H 2.494 2.889 -0.103 0.418
H 1.629 5.149 0.494 0.433
H -0.507 5.346 1.773 0.404
H -1.694 3.259 2.423 0.438
C -6.172 0.915 0.543 -0.564
C -5.070 1.393 1.240 -0.707
C -3.805 0.898 0.960 -0.365
C -3.647 -0.074 -0.021 0.247
C -4.749 -0.554 -0.720 -0.220
C -6.012 -0.057 -0.435 -0.732
As -1.875 -0.687 -0.433 1.405
C -2.080 -2.543 -0.908 0.131
C -2.945 -3.342 -0.162 -0.423
C -3.038 -4.698 -0.438 -0.834
C -2.266 -5.256 -1.449 -0.559
C -1.406 -4.459 -2.190 -0.740
C -1.311 -3.100 -1.923 -0.324
C -1.346 0.246 -2.026 0.630
C -2.279 1.008 -2.724 -0.696
C -1.891 1.676 -3.876 -0.774
C -0.580 1.590 -4.323 -0.613
C 0.350 0.837 -3.620 -0.958
C -0.031 0.163 -2.470 -0.064
H -7.158 1.302 0.762 0.406
H -5.198 2.149 2.003 0.428
H -2.941 1.259 1.506 0.015
H -4.627 -1.311 -1.487 0.487
H -6.872 -0.427 -0.979 0.427
H -3.552 -2.901 0.620 0.472
H -3.720 -5.318 0.129 0.463
H -2.342 -6.313 -1.665 0.435
H -0.810 -4.893 -2.982 0.447
H -0.644 -2.481 -2.510 0.376
H -3.299 1.092 -2.371 0.386
H -2.613 2.271 -4.420 0.426
H -0.280 2.120 -5.217 0.401
H 1.377 0.779 -3.954 0.492
H 0.703 -0.411 -1.924 0.388
O -1.961 -1.542 2.385 -0.776
N -1.586 -2.788 2.706 0.661
C -0.709 -3.481 1.954 -0.024
C -0.369 -4.770 2.302 -1.286
C -0.948 -5.356 3.415 -0.159
C -1.860 -4.623 4.161 -0.779
C -2.164 -3.334 3.789 -0.182
H -0.318 -2.972 1.077 0.575
H 0.340 -5.301 1.683 0.497
H -0.695 -6.368 3.698 0.464
H -2.336 -5.038 5.037 0.445
H -2.851 -2.683 4.308 0.442
```

Output
* energy relative to the best compared isomer or geometry (same formula, charge and spin): 0.1674 eV
* HOMO (alpha / beta): -10.521 / -10.434 eV
* spin multiplicity: 2
* LUMO level (alpha / beta): -0.1162 / -0.1168 Ha
* gap between HOMO and LUMO (alpha / beta): 7.4 / 7.3 eV
* charge: +1

(4)
C35H31CrN7S2Si as an isolated structure in a non-equilibrium geometry, computed with ωB97M-V/def2-TZVPD.

```
77
Properties=species:S:1:pos:R:3:mulliken_charge:R:1
Cr -1.398 -0.379 -0.308 -0.334
C 0.981 1.953 4.391 -0.689
S 1.101 0.285 3.688 -0.068
C 0.521 0.500 1.961 0.883
S 0.408 -1.100 1.124 -0.753
N -0.593 1.317 1.890 -1.321
N -1.555 0.958 1.110 1.953
C -2.697 1.677 1.131 -0.945
C -3.647 1.286 0.181 0.716
C -4.936 1.848 0.031 -1.249
C -5.788 1.344 -0.912 -0.337
C -5.376 0.267 -1.721 -1.112
C -4.116 -0.234 -1.541 -0.301
N -3.252 0.254 -0.632 0.544
H 0.870 1.827 5.466 0.461
H 0.100 2.438 3.984 0.186
H 1.878 2.525 4.173 0.174
H -2.838 2.485 1.833 0.447
H -5.219 2.674 0.669 0.502
H -6.780 1.758 -1.032 0.428
H -6.032 -0.162 -2.464 0.463
H -3.749 -1.065 -2.138 0.492
C 0.782 -2.394 -3.441 -1.105
C 0.204 -1.388 -2.671 -0.250
N -0.709 -1.626 -1.735 1.248
C -1.054 -2.925 -1.523 0.166
C -0.540 -4.002 -2.258 0.674
C 0.406 -3.705 -3.251 -0.756
C -1.000 -5.323 -1.949 -0.987
C -1.910 -5.535 -0.970 -0.874
C -2.410 -4.455 -0.176 0.766
C -3.303 -4.609 0.897 -0.797
C -3.644 -3.503 1.640 -1.148
C -3.106 -2.257 1.316 -0.276
N -2.281 -2.077 0.298 0.637
C -1.952 -3.159 -0.447 0.007
H 1.515 -2.126 -4.188 0.498
H 0.494 -0.355 -2.806 0.459
H 0.840 -4.496 -3.849 0.461
H -0.598 -6.151 -2.518 0.436
H -2.254 -6.538 -0.750 0.441
H -3.706 -5.586 1.131 0.465
H -4.314 -3.585 2.483 0.438
H -3.333 -1.380 1.911 0.578
C 3.562 5.327 0.805 -0.507
C 2.371 5.026 1.448 -0.955
C 1.947 3.708 1.550 -0.121
C 2.711 2.663 1.032 0.806
C 3.920 2.985 0.406 -0.702
C 4.337 4.301 0.281 -0.626
Si 2.158 0.858 0.863 0.286
C 3.562 -0.380 1.053 0.392
C 4.099 -0.886 -0.136 -0.087
C 5.127 -1.815 -0.124 -0.702
C 5.654 -2.254 1.081 -0.463
C 5.147 -1.752 2.270 -0.752
C 4.114 -0.826 2.255 -0.279
H 3.884 6.356 0.712 0.394
H 1.769 5.822 1.870 0.423
H 0.998 3.500 2.031 0.477
H 4.543 2.187 0.014 0.293
H 5.265 4.531 -0.228 0.418
H 1.741 0.800 -0.560 -0.232
H 3.699 -0.552 -1.089 0.351
H 5.522 -2.198 -1.057 0.394
H 6.459 -2.977 1.098 0.395
H 5.562 -2.076 3.216 0.408
H 3.732 -0.455 3.193 0.361
N -1.230 2.806 -3.075 -0.042
C -0.541 3.459 -2.084 -0.762
C -0.321 2.533 -1.116 -0.796
N -0.854 1.326 -1.504 0.669
C -1.402 1.531 -2.689 -0.916
H -1.554 3.213 -3.935 0.237
H -0.268 4.497 -2.140 0.465
H 0.191 2.663 -0.182 0.433
H -1.918 0.794 -3.282 0.519
```

Output
* energy relative to the best compared isomer or geometry (same formula, charge and spin): 0.6157 eV
* HOMO (alpha / beta): -8.930 / -8.936 eV
* spin multiplicity: 2
* LUMO level (alpha / beta): -0.1452 / -0.1321 Ha
* gap between HOMO and LUMO (alpha / beta): 5.0 / 5.3 eV
* charge: +1

(5)
C35H31ErF2N2OS as an isolated structure, computed with ωB97M-V/def2-TZVPD.

```
73
Properties=species:S:1:pos:R:3:mulliken_charge:R:1
Er -0.711 0.037 -0.103 0.556
F -2.165 -5.102 2.003 -0.386
C -1.128 -4.314 1.620 0.268
C -1.367 -3.015 1.208 -0.669
C -0.311 -2.197 0.797 0.695
C 1.000 -2.721 0.830 0.572
C 1.182 -4.042 1.241 0.667
F 2.417 -4.625 1.242 -0.418
C 0.142 -4.858 1.639 -0.922
C 2.109 -1.828 0.403 -0.278
C 3.467 -2.120 0.548 -0.941
C 4.415 -1.215 0.108 -0.600
C 4.013 -0.026 -0.476 -0.927
C 2.654 0.214 -0.572 -0.436
N 1.734 -0.652 -0.145 0.693
H -2.393 -2.659 1.229 0.402
H 0.324 -5.876 1.952 0.501
H 3.778 -3.042 1.007 0.620
H 5.466 -1.442 0.228 0.461
H 4.722 0.705 -0.834 0.495
H 2.266 1.129 -1.005 0.271
C 0.829 0.400 2.976 -0.688
N 0.620 1.775 3.380 0.162
C 0.318 1.863 4.794 -0.967
C -0.357 2.465 2.535 -1.567
C -1.763 1.895 2.546 1.229
C -2.673 2.370 3.488 -0.761
C -3.953 1.843 3.570 -0.603
C -4.328 0.829 2.703 -0.861
C -3.417 0.363 1.762 -0.418
C -2.115 0.871 1.646 0.235
H 1.637 -0.035 3.567 0.444
H 1.157 0.372 1.928 0.060
H -0.061 -0.240 3.081 0.327
H 1.154 1.456 5.364 0.322
H -0.591 1.314 5.083 0.319
H 0.189 2.907 5.078 0.323
H 0.042 2.452 1.507 0.224
H -0.370 3.515 2.843 0.637
H -2.386 3.174 4.156 0.384
H -4.653 2.225 4.300 0.381
H -5.325 0.409 2.756 0.395
H -3.754 -0.431 1.092 0.246
C -0.079 1.899 -1.429 -0.938
C -0.005 3.026 -1.892 0.120
C 0.090 4.359 -2.409 0.510
C 0.310 4.587 -3.767 -0.466
C 0.404 5.879 -4.255 -0.458
C 0.281 6.961 -3.396 -0.448
C 0.060 6.743 -2.043 -0.501
C -0.036 5.453 -1.551 -0.416
H 0.404 3.740 -4.433 0.421
H 0.575 6.042 -5.310 0.371
H 0.356 7.970 -3.778 0.377
H -0.040 7.581 -1.368 0.382
H -0.212 5.276 -0.499 0.492
C -2.531 -2.283 -3.923 -1.132
S -2.156 -2.485 -2.184 0.509
O -1.997 -1.050 -1.714 -0.584
C -0.513 -3.148 -2.340 0.823
C 0.520 -2.339 -2.795 -0.196
C 1.800 -2.863 -2.853 -0.688
C 2.031 -4.176 -2.464 -0.650
C 0.990 -4.970 -2.010 -0.583
C -0.296 -4.454 -1.934 -0.639
H -1.753 -1.687 -4.394 0.322
H -3.492 -1.780 -3.988 0.432
H -2.590 -3.272 -4.370 0.429
H 0.333 -1.307 -3.071 0.434
H 2.619 -2.241 -3.184 0.426
H 3.034 -4.576 -2.499 0.403
H 1.181 -5.983 -1.687 0.414
H -1.107 -5.044 -1.535 0.385
```

Output
* energy relative to the best compared isomer or geometry (same formula, charge and spin): 0.0000 eV
* HOMO (alpha / beta): -7.819 / -7.816 eV
* spin multiplicity: 4
* LUMO level (alpha / beta): -0.0001 / 0.0003 Ha
* gap between HOMO and LUMO (alpha / beta): 7.8 / 7.8 eV

(6)
C35H31IN2O6PPtS as an isolated structure, computed with ωB97M-V/def2-TZVPD.

```
78
Properties=species:S:1:pos:R:3:mulliken_charge:R:1
Pt 0.523 -0.598 -0.558 3.343
C -3.214 -5.511 2.999 -0.805
O -3.220 -4.360 3.839 -0.442
C -2.791 -3.210 3.305 1.078
C -2.809 -2.105 4.203 -0.968
C -2.395 -0.842 3.791 -1.014
C -1.924 -0.606 2.518 0.672
C -1.491 0.760 2.125 0.533
C -1.726 1.902 3.073 -2.136
O -0.937 0.977 1.061 0.038
C -1.875 -1.738 1.583 -0.012
O -1.456 -1.645 0.413 -0.339
C -2.351 -3.029 2.027 -0.565
H -3.586 -6.327 3.610 0.241
H -2.200 -5.733 2.660 0.346
H -3.869 -5.364 2.138 0.329
H -3.156 -2.272 5.213 0.467
H -2.426 -0.031 4.504 0.525
H -2.740 1.919 3.467 0.480
H -1.508 2.830 2.550 0.314
H -1.028 1.804 3.908 0.441
H -2.298 -3.831 1.306 0.540
N 2.326 -0.112 -2.034 -0.444
C 1.877 0.311 -3.326 -0.342
C 2.615 0.061 -4.476 -0.572
C 2.154 0.522 -5.697 -0.682
C 0.965 1.242 -5.782 -0.736
C 0.222 1.478 -4.639 -0.443
C 0.668 0.998 -3.409 0.381
P -0.288 1.165 -1.885 0.381
C -0.289 2.898 -1.406 0.886
C 0.580 3.310 -0.399 -0.160
C 0.670 4.657 -0.086 -0.744
C -0.108 5.583 -0.767 -0.545
C -0.981 5.169 -1.765 -0.750
C -1.073 3.827 -2.090 -0.425
C -1.978 0.674 -2.275 0.592
C -3.024 1.153 -1.483 -0.567
C -4.311 0.687 -1.682 -0.842
C -4.560 -0.266 -2.663 -0.543
C -3.522 -0.751 -3.446 -0.814
C -2.231 -0.287 -3.253 -0.600
H 2.844 0.616 -1.552 0.279
H 2.887 -0.961 -2.003 0.347
H 3.551 -0.478 -4.410 0.512
H 2.732 0.324 -6.589 0.421
H 0.617 1.606 -6.738 0.454
H -0.717 2.012 -4.703 0.386
H 1.157 2.580 0.156 0.047
H 1.342 4.981 0.697 0.498
H -0.037 6.632 -0.516 0.416
H -1.590 5.894 -2.288 0.446
H -1.761 3.502 -2.861 0.373
H -2.820 1.891 -0.718 0.439
H -5.124 1.066 -1.078 0.468
H -5.567 -0.628 -2.821 0.431
H -3.719 -1.490 -4.211 0.451
H -1.423 -0.666 -3.868 0.463
O 1.939 1.659 2.134 -0.683
S 1.954 0.242 2.370 0.978
O 0.914 -0.313 3.195 -0.594
N 2.025 -0.575 0.924 -0.300
C 3.251 -1.178 0.723 0.433
O 3.603 -1.756 -0.288 -0.711
C 4.113 -1.053 1.938 -0.052
C 5.368 -1.600 2.122 -0.571
C 6.019 -1.351 3.324 -0.534
C 5.422 -0.571 4.311 -0.601
C 4.159 -0.020 4.125 -0.611
C 3.533 -0.284 2.925 0.154
H 5.816 -2.199 1.341 0.523
H 7.002 -1.767 3.495 0.417
H 5.945 -0.388 5.239 0.418
H 3.690 0.584 4.888 0.513
I 0.910 -4.111 -0.421 0.038
C 0.401 -2.482 -1.637 -1.400
H 0.994 -2.487 -2.547 0.621
H -0.669 -2.532 -1.827 0.431
```

Output
* energy relative to the best compared isomer or geometry (same formula, charge and spin): 0.0000 eV
* HOMO (alpha / beta): -10.020 / -11.321 eV
* spin multiplicity: 5
* LUMO level (alpha / beta): -0.0768 / -0.1851 Ha
* gap between HOMO and LUMO (alpha / beta): 7.9 / 6.3 eV
* charge: +1